Model 1:
Formula: C4H6OS
Source: OMol25
Level of theory: ωB97M-V/def2-TZVPD

```
12
Properties=species:S:1:pos:R:3:lowdin_charge:R:1
C 2.06039 -0.67327 -0.44511 -0.105
C 2.25369 0.46635 -1.03849 -0.763
S 2.15670 1.94123 -1.59168 0.733
H 1.88541 -0.58032 0.63330 0.068
H 2.06713 -1.61027 -1.01959 0.074
C -0.67531 1.15199 0.89729 0.006
C -1.90184 1.13166 0.32593 -0.283
O -2.29912 0.31713 -0.65047 0.017
H 0.04316 0.32581 0.73156 0.019
H -0.26027 1.89431 1.57853 0.053
H -2.68614 1.80745 0.44435 0.091
H -1.79973 -0.48519 -0.55427 0.091
```

Structure (SMILES) ... C=C=S.C=CO
Molar mass ... 102.158 g/mol
Multiplicity ... 1
Kohn-Sham gap ... 8.5 eV

---

Model 2:
Formula: C4H6OS
Source: OMol25
Level of theory: ωB97M-V/def2-TZVPD

```
12
Properties=species:S:1:pos:R:3:lowdin_charge:R:1
C -1.35863 1.26151 -2.26014 0.010
C -1.30995 0.36786 -1.27090 -0.185
C -0.64729 0.65162 0.09360 -0.214
C 0.46333 -0.25850 0.42497 -0.976
O 1.19260 -0.62815 -0.60492 0.017
S 0.82063 -0.73448 1.89322 0.763
H -1.78985 1.04415 -3.23740 0.060
H -0.94874 2.27362 -2.22310 0.069
H -1.84905 -0.59861 -1.41381 0.123
H -1.42657 0.66313 0.89842 0.127
H -0.25215 1.65371 0.00075 0.118
H 0.71076 -0.39407 -1.40214 0.087
```

Structure (SMILES) ... C=CCC(O)=S
Molar mass ... 102.158 g/mol
Multiplicity ... 1
Kohn-Sham gap ... 9.3 eV

---

Model 3:
Formula: C4H6OS
Source: OMol25
Level of theory: ωB97M-V/def2-TZVPD

```
12
Properties=species:S:1:pos:R:3:lowdin_charge:R:1
O -1.17572 1.54289 -0.03608 -0.041
C -1.60618 0.40719 0.06868 -0.580
S -0.72607 -1.12585 -0.03325 0.953
C 1.01308 -0.70514 -0.02660 -0.562
C 1.50276 0.53848 -0.70238 -0.186
C 1.63562 0.42744 0.77443 -0.129
H -2.65834 0.22806 0.34326 0.074
H 1.64463 -1.55939 -0.23021 0.094
H 0.86213 1.24974 -1.14348 0.073
H 2.37262 0.54230 -1.39814 0.114
H 2.55867 0.14638 1.21844 0.090
H 0.97142 1.05566 1.34603 0.098
```

Structure (SMILES) ... O=CSC1CC1
Molar mass ... 102.158 g/mol
Multiplicity ... 1
Kohn-Sham gap ... 10.1 eV

---

It comes down to model 2, which is 0.0125 hartree more stable than the next structure.